[1]
# C42H39AuN6P2

C42H39AuN6P2 as an isolated structure (wB97M-V/def2-TZVPD, the Open Molecules 2025 dataset).

## Properties
- orbital gap (eV) = 6.557
- largest force on an atom (eV/A) = 0.30
- DFT total energy (eV) = -75385.711
- net charge = +2
- relative energy (zero: lowest compared OMol25 entry of this formula, charge and spin) (kJ/mol) = 0.0

Cartesian coordinates (Å):
1 H -4.913 0.744 1.173
2 C -0.704 -9.799 -1.520
3 C 0.658 -9.699 0.994
4 H 2.749 -0.209 2.787
5 H -1.092 -4.686 -2.132
6 H 3.153 1.831 1.443
7 C 3.318 -1.062 0.881
8 C -2.912 -1.940 1.772
9 Au 0.023 -0.208 0.080
10 C -0.686 3.539 1.425
11 H -4.162 -1.114 -5.191
12 H -1.329 4.306 1.826
13 H 3.973 -1.889 4.096
14 C 4.635 -2.988 2.374
15 C 3.975 -2.112 0.236
16 C -2.355 0.334 -2.729
17 C -2.789 0.033 -4.008
18 N 0.583 0.703 3.581
19 C -0.369 -8.590 -0.911
20 N 0.052 -2.273 -0.132
21 C -0.544 -2.887 -1.167
22 H -0.580 -11.905 -1.267
23 N 0.048 1.757 0.291
24 H 3.984 -2.175 -0.844
25 C -5.367 -0.860 2.508
26 C 4.225 0.391 -2.059
27 C 4.634 -3.072 0.988
28 H 5.704 0.646 -3.583
29 H -3.395 -3.552 3.098
30 C 2.899 0.048 -1.781
31 C -1.080 2.451 0.700
32 C -3.819 -0.884 -4.191
33 H 4.906 0.658 -1.259
34 C -0.595 -4.259 -1.273
35 H -4.459 -1.675 -0.962
36 H 5.158 -3.735 2.957
37 C -0.343 -10.940 -0.840
38 C 2.500 -0.317 -4.124
39 H 1.832 -0.589 -4.930
40 H -2.748 2.400 -0.682
41 C -4.413 -1.499 -3.099
42 C -2.421 1.949 0.260
43 P -2.330 0.127 0.006
44 H 1.104 -2.492 1.639
45 C -3.987 -1.199 -1.812
46 H 0.608 1.592 3.090
47 C 0.601 -4.396 0.792
48 H 3.047 2.381 -0.228
49 C 3.970 -1.950 3.017
50 C -3.719 -2.609 2.679
51 H -1.220 -9.845 -2.470
52 H 0.323 0.906 4.543
53 H -0.996 -2.250 -1.916
54 C 0.300 -8.524 0.320
55 H 1.062 -4.979 1.576
56 H 1.377 4.241 1.967
57 H 1.176 -9.653 1.942
58 C -4.564 -0.189 1.599
59 H -2.334 0.516 -4.861
60 C 4.679 0.379 -3.366
61 C 2.039 -0.303 -2.816
62 H -1.553 1.053 -2.589
63 C 2.522 1.824 0.553
64 H -5.572 -2.588 3.759
65 C 3.816 0.024 -4.397
66 C -4.943 -2.067 3.049
67 P 2.352 0.103 -0.074
68 C 1.160 2.392 0.824
69 N -0.568 -7.279 -1.284
70 H -1.960 -2.370 1.487
71 H -1.025 -6.971 -2.124
72 C 0.330 -10.892 0.400
73 C -3.327 -0.724 1.233
74 H -3.186 2.163 1.007
75 H 4.175 0.016 -5.418
76 H 1.005 -0.557 -2.609
77 C -2.960 -0.278 -1.627
78 H 0.588 -11.822 0.887
79 H -5.219 -2.205 -3.247
80 N -0.432 -0.090 2.938
81 H -1.359 0.297 3.107
82 H 5.152 -3.881 0.492
83 C 3.305 -0.987 2.276
84 C -0.024 -6.505 -0.291
85 H -6.323 -0.443 2.791
86 C 0.743 3.504 1.502
87 C -0.018 -5.051 -0.278
88 H -0.428 -1.010 3.365
89 N 0.500 -7.210 0.678
90 C 0.621 -3.026 0.831

Here are the Mulliken charges for atoms 1 to 8, given in e: atom 1 (H): 0.4692, atom 2 (C): -1.0688, atom 3 (C): -0.7890, atom 4 (H): 0.2819, atom 5 (H): 0.4407, atom 6 (H): 0.5354, atom 7 (C): 0.4052, atom 8 (C): -0.2225



[2]
# C42H39Cl3IN8O6SSbV

C42H39Cl3IN8O6SSbV as an isolated structure (wB97M-V/def2-TZVPD, the Open Molecules 2025 dataset).

## Properties
- orbital gap (alpha / beta) (eV) = 6.182 / 7.885
- largest force on an atom (eV/A) = 4.03
- expectation value of S² = 3.79
- DFT total energy (eV) = -157117.311
- net charge = 0
- multiplicity = 4
- relative energy (zero: lowest compared OMol25 entry of this formula, charge and spin) (kJ/mol) = 137.9

Cartesian coordinates (Å):
1 H -3.298 4.211 0.882
2 C -0.964 -2.138 -1.027
3 H -0.877 -2.185 1.276
4 H 7.210 -2.925 1.286
5 C -1.270 3.495 0.972
6 H 5.373 -1.277 1.576
7 H 3.311 -0.019 -3.900
8 C 0.470 -0.585 -3.712
9 H 0.860 2.586 -2.627
10 C -8.053 -0.595 -0.766
11 H -3.872 2.646 -0.961
12 O -9.256 1.241 0.690
13 C 5.268 -2.107 0.890
14 N 0.841 1.364 -8.103
15 N 0.579 -0.153 1.987
16 H 0.657 -2.983 1.633
17 H 4.100 3.790 0.397
18 C 2.859 2.182 -0.276
19 Cl 0.233 -4.361 -1.832
20 O -5.377 0.628 4.602
21 C 0.411 -1.159 4.140
22 C 1.053 0.935 2.575
23 C 0.526 -0.364 -5.077
24 C 3.929 -3.293 -0.712
25 N -4.647 -0.353 2.050
26 O -8.972 -1.024 1.668
27 N 2.648 1.169 -1.123
28 O 1.979 -1.349 -0.435
29 C 3.996 2.973 -0.305
30 C 4.952 -4.209 -0.901
31 Cl -2.117 -4.381 -0.113
32 H -1.905 1.559 -3.187
33 H -7.390 -1.446 -0.613
34 C -1.913 1.803 -1.076
35 H -3.385 1.011 -2.400
36 C 4.994 2.679 -1.218
37 H 2.796 -1.047 -2.555
38 H -4.733 -2.315 0.015
39 H -5.126 -0.760 -0.729
40 C 0.791 1.170 -6.970
41 H 5.894 3.277 -1.275
42 C -9.348 -1.008 -1.448
43 C 0.618 0.442 -2.771
44 C 4.818 1.581 -2.030
45 C -6.873 0.576 1.564
46 C 3.551 -0.350 -2.887
47 C 0.725 0.929 -5.564
48 C -3.846 0.340 2.943
49 H -0.688 -3.119 2.778
50 H -7.545 0.205 -1.305
51 H -1.903 0.035 -2.324
52 H -6.343 1.083 0.757
53 H 2.998 -3.389 -1.252
54 C -0.366 2.584 0.444
55 C -6.079 -0.608 2.121
56 H -0.955 4.170 1.757
57 C -2.565 3.520 0.487
58 C -2.299 1.042 -2.311
59 H 0.945 0.060 5.826
60 H 5.586 1.274 -2.727
61 C 4.082 -2.235 0.179
62 H 4.518 -0.854 -2.913
63 H -7.116 1.301 2.340
64 C 3.639 0.836 -1.973
65 C 0.838 1.986 -4.658
66 H -9.865 -1.756 -0.848
67 C 0.783 1.734 -3.298
68 C -3.854 -0.617 0.982
69 H -1.731 0.906 2.779
70 S -8.462 0.057 0.870
71 H -3.505 -1.442 -0.915
72 C 3.000 -1.193 0.327
73 H 0.158 -2.028 4.732
74 C 6.127 -4.064 -0.179
75 H 0.330 -1.607 -3.367
76 H -6.299 -1.514 1.557
77 C -1.279 -3.470 -1.411
78 H 1.567 2.002 4.369
79 C -2.874 2.657 -0.544
80 H -9.142 -1.426 -2.431
81 N -0.664 1.731 -0.552
82 I 7.681 -5.461 -0.454
83 N -0.497 -1.076 -0.853
84 O 3.180 -0.253 1.106
85 C 0.283 -1.209 2.752
86 Sb 1.576 2.672 1.403
87 H 0.427 -1.185 -5.777
88 C 1.198 1.077 3.947
89 O -3.384 1.419 4.849
90 N -4.233 0.821 4.214
91 C 0.859 -0.003 4.749
92 H 4.836 -5.022 -1.604
93 H 0.965 2.996 -5.030
94 C -4.338 -1.328 -0.230
95 H -10.006 -0.147 -1.560
96 C 6.294 -3.024 0.720
97 Cl -2.345 -3.471 -2.857
98 C -2.605 0.433 2.363
99 C -0.192 -2.453 2.073
100 H -6.359 -0.777 3.152
101 V 0.750 0.195 -0.738
102 N -2.622 -0.162 1.151

Here are the Mulliken charges for atoms 1 to 8, given in e: atom 1 (H): 0.4426, atom 2 (C): -0.7938, atom 3 (H): -0.9358, atom 4 (H): 0.3944, atom 5 (C): -0.8857, atom 6 (H): 0.4744, atom 7 (H): 0.2671, atom 8 (C): 0.0279



[3]
# C42H39N3O5S2

A 2-piece molecular cluster, C42H39N3O5S2 overall (wB97M-V/def2-TZVPD, the Open Molecules 2025 dataset).

## Properties
- orbital gap (eV) = 2.798
- largest force on an atom (eV/A) = 4.70
- DFT total energy (eV) = -80560.570
- net charge = 0

Cartesian coordinates (Å):
1 H -3.408 0.439 -2.618
2 H -1.956 4.510 -0.278
3 C -7.411 0.250 0.757
4 C -3.683 -3.209 3.671
5 C -2.571 -1.628 2.279
6 C 2.042 -0.219 -0.386
7 H -5.603 0.259 -2.624
8 C 2.744 3.471 5.782
9 C -7.300 0.951 -1.527
10 C -2.269 3.608 -0.779
11 C -0.089 -1.489 -4.648
12 H 4.475 -2.488 0.572
13 H -1.045 -1.197 -4.251
14 C 1.336 -2.898 -7.744
15 C -2.366 2.434 -0.084
16 C 1.233 -2.388 -6.452
17 H -8.881 1.468 -0.193
18 C 0.005 -1.981 -5.925
19 S -3.987 -1.270 -0.744
20 S -2.404 0.047 1.685
21 H 2.991 -0.948 -2.090
22 O -0.928 0.370 1.536
23 C 1.901 1.898 4.193
24 C -6.112 0.266 -1.676
25 C -6.217 -0.425 0.602
26 C 2.286 -1.784 -4.377
27 C 6.823 -0.241 1.307
28 H -2.115 2.401 0.962
29 C 5.088 0.418 -1.240
30 C -1.763 -2.616 1.773
31 C -5.567 -0.413 -0.609
32 C 4.736 -1.931 -0.327
33 H -3.018 -5.226 3.483
34 C 4.642 0.421 2.197
35 C -3.154 1.340 -2.096
36 H 1.351 1.925 6.255
37 C 3.474 3.553 3.508
38 H -0.030 -0.588 -2.138
39 H 3.316 -2.601 -6.054
40 H 4.095 3.985 2.744
41 H 1.620 1.917 1.421
42 H -2.514 4.587 -2.669
43 H 1.284 1.049 3.953
44 C 2.645 1.898 1.803
45 H 5.061 1.472 -0.969
46 C -7.948 0.943 -0.309
47 C -3.055 0.084 0.005
48 H 3.224 2.537 1.130
49 C 2.667 2.470 3.191
50 H 4.471 0.290 -2.125
51 H -1.037 -2.367 1.017
52 O -3.331 0.910 2.517
53 H -7.920 0.243 1.708
54 C 2.370 -2.280 -5.652
55 H 5.756 -2.197 -0.604
56 H 7.352 0.345 0.559
57 H 2.774 3.858 6.788
58 H -3.190 2.534 -3.843
59 C 3.509 4.053 4.794
60 H 7.097 -1.289 1.208
61 H -7.719 1.499 -2.357
62 C 1.940 2.391 5.481
63 N 1.434 -3.326 -8.822
64 C -3.004 2.510 -2.782
65 H 3.183 -1.724 -3.791
66 C 2.038 -0.692 -1.680
67 C -2.882 -4.208 3.155
68 H -4.436 -3.443 4.408
69 H -0.870 -2.068 -6.544
70 C 0.943 -0.859 -2.506
71 C -2.597 3.660 -2.125
72 H 7.117 0.105 2.296
73 N 3.191 -0.062 0.330
74 C -3.524 -1.913 3.226
75 H -1.309 -4.703 1.794
76 H 4.085 -2.271 -1.128
77 H -5.775 -0.961 1.425
78 H -4.142 -1.114 3.603
79 O -3.567 -1.430 -2.187
80 H 2.603 -0.198 2.347
81 C -2.855 1.245 -0.706
82 O -4.104 -2.509 0.108
83 H 6.110 0.163 -1.518
84 O 5.056 0.766 3.283
85 H 1.120 0.038 0.104
86 C 1.051 -1.370 -3.829
87 C 3.203 0.477 1.723
88 N 5.391 -0.077 1.155
89 C -1.920 -3.916 2.209
90 C 4.604 -0.430 -0.067
91 H 4.142 4.894 5.029

Here are the Mulliken charges for atoms 1 to 8, given in e: atom 1 (H): 0.4226, atom 2 (H): 0.4484, atom 3 (C): -0.7455, atom 4 (C): -0.8487, atom 5 (C): -0.2533, atom 6 (C): 0.3558, atom 7 (H): 0.4145, atom 8 (C): -0.3509



> What is the largest force on an atom in the third record?

4.70 eV/A